No. 1
ORCA calculation (ωB97M-V/def2-TZVPD) on one molecule with the formula C5H8N2 in a non-equilibrium geometry.

Properties
Total energy in Eh: -304.70386
Total charge: 0
Kohn-Sham gap in eV: 9.79

CARTESIAN COORDINATES (ANGSTROEM)
C -1.246806 0.738851 0.238724
N -1.405057 0.674157 -1.045853
C -0.059168 0.535242 -1.551080
C 0.896923 -0.015313 -0.328991
C 1.182064 -1.334550 0.276497
C 0.359915 -0.784886 1.549739
N -0.009417 0.487120 0.768396
H -2.243572 0.860412 0.662853
H 0.536332 1.499673 -1.877524
H 0.069901 -0.014695 -2.467159
H 1.821567 0.665760 -0.266336
H 2.042038 -1.842896 0.462471
H 0.621806 -2.174924 -0.090774
H -0.454717 -1.532064 1.740687
H 0.710403 -0.426264 2.668651

Forces on atoms 1 to 2 (eV/Å):
C -2.052 -1.341 -1.951
N 1.805 0.893 0.487

Mulliken population analysis, charges in e, atoms 1 to 2:
1 C -0.10
2 N -0.53

No. 2
ORCA calculation (ωB97M-V/def2-TZVPD) on C3H5EuO3 as an isolated structure in a non-equilibrium geometry.

Properties
Total energy in Eh: -1053.11887
⟨S²⟩: 20.011
2S+1: 9
Total charge: 0
Kohn-Sham gap (alpha / beta) in eV: 4.89 / 8.96

CARTESIAN COORDINATES (ANGSTROEM)
H -0.911612 -1.508190 -0.800615
C -1.315574 -0.554894 -0.406288
C -0.498642 0.631200 -0.899579
O 0.931215 0.441093 -0.710795
C 1.384361 0.127933 0.453090
O 2.687098 0.022439 0.361481
Eu -0.081223 -0.441752 2.673047
O -1.441632 -0.332385 0.968713
H -2.314049 -0.420568 -0.868336
H -0.891643 1.365204 -0.030150
H -0.617258 0.759295 -1.981048
H 3.068959 -0.089376 1.240480

Forces on atoms 1 to 2 (eV/Å):
H -0.016 0.100 0.787
C -0.471 1.046 -0.455

Mulliken population analysis, charges in e, atoms 1 to 2:
1 H 0.24
2 C -0.40

No. 3
ORCA calculation (ωB97M-V/def2-TZVPD) on one molecule with the formula C8H16F2OS in a non-equilibrium geometry.

Properties
Total energy in Eh: -987.48423
Total charge: 0
Kohn-Sham gap in eV: 9.19

CARTESIAN COORDINATES (ANGSTROEM)
C 2.007955 1.444135 1.147342
C -2.272652 1.181286 1.331771
C 1.932957 -1.291839 -1.617382
C -2.518836 -1.477776 -0.052718
C 2.696869 0.337468 0.346910
C -1.736368 1.068764 -0.092750
C 1.738883 -0.136106 -0.685754
C -1.443090 -0.471046 -0.408496
O 0.518949 -2.273190 0.260131
F 1.242511 0.942468 -1.372746
F -1.175311 -0.636478 -1.781681
S 0.194245 -0.876823 0.431716
H 1.224904 1.013940 1.668065
H 1.623320 2.151093 0.446817
H 2.678422 2.004314 1.779346
H -1.822118 0.429570 2.041677
H -2.264498 2.237092 1.613651
H -3.371724 1.009872 1.409955
H 2.102554 -2.267096 -1.220329
H 0.889338 -1.372595 -2.029391
H 2.549677 -1.143041 -2.524075
H -2.217098 -2.360485 -0.697817
H -3.439204 -1.089735 -0.466488
H -2.468032 -1.623560 0.941898
H 3.488161 0.691136 -0.239719
H 3.123458 -0.565137 0.917363
H -2.527897 1.494381 -0.825765
H -0.755376 1.579390 -0.321541

Forces on atoms 1 to 2 (eV/Å):
C 2.124 0.194 -0.829
C -0.900 -0.065 0.438

Mulliken population analysis, charges in e, atoms 1 to 2:
1 C -1.16
2 C -1.18

No. 4
ORCA calculation (ωB97M-V/def2-TZVPD) on CHI4N as an isolated structure in a non-equilibrium geometry.

Properties
Total energy in Eh: -1284.05357
Total charge: 0
Kohn-Sham gap (alpha / beta) in eV: 7.21 / 6.86

CARTESIAN COORDINATES (ANGSTROEM)
C -1.218368 0.464284 -0.023240
N 2.005361 -0.193607 0.496051
I -1.373169 2.097223 -1.400806
I -1.580894 -1.480002 -0.894294
I -2.116662 0.738403 1.882246
I 1.640796 -1.998418 -0.031299
H 2.642936 0.372114 -0.028657

Forces on atoms 1 to 2 (eV/Å):
C -0.814 -0.322 -0.411
N -0.946 0.913 1.817

Mulliken population analysis, charges in e, atoms 1 to 2:
1 C -0.41
2 N -0.48

No. 5
ORCA calculation (ωB97M-V/def2-TZVPD) on C20H24O6PtSSi as an isolated structure in a non-equilibrium geometry.

Properties
Total energy in Eh: -2034.92478
Total charge: 0
Kohn-Sham gap in eV: 7.73

CARTESIAN COORDINATES (ANGSTROEM)
Pt 0.326498 -0.703680 1.240945
O 1.159884 -1.870480 5.348458
C 1.194351 -1.667237 4.040674
O 0.241154 -1.186244 3.431625
C 2.531077 -2.039204 3.454553
O 2.489429 -2.122168 2.077697
C 2.406566 -3.448664 1.537626
C 1.025993 -3.854518 0.989843
O 0.894645 -5.055125 0.788941
O 0.173312 -2.937775 0.766664
H 0.311407 -1.547419 5.696311
H 2.877831 -2.962198 3.919922
H 3.219001 -1.234960 3.730211
H 2.704856 -4.193365 2.275090
H 3.106636 -3.491746 0.702325
C -3.760890 1.253448 -2.440519
C -4.332794 0.839891 -1.246597
C -3.559017 0.778794 -0.093864
C -2.210635 1.141260 -0.108298
C -1.652952 1.560144 -1.320570
C -2.419801 1.616602 -2.475832
Si -1.137491 1.041461 1.429691
C -0.107215 2.643728 1.429578
C 1.288426 2.620549 1.392330
C 2.032554 3.794899 1.348988
C 1.389135 5.023641 1.343249
C 0.002428 5.073038 1.381404
C -0.731558 3.896317 1.421594
H -4.358857 1.294484 -3.342680
H -5.382112 0.574611 -1.212409
H -4.014059 0.449898 0.834476
H -0.609245 1.851155 -1.354102
H -1.977462 1.954638 -3.405907
H -2.058473 1.116027 2.592510
H 1.799462 1.665746 1.388442
H 3.114514 3.750705 1.317386
H 1.965996 5.939713 1.308229
H -0.505622 6.029707 1.378890
H -1.815712 3.952523 1.443999
O 0.783898 -0.409013 -0.870861
S 1.028977 -1.765720 -1.554983
C 1.677649 -1.244827 -3.178146
C 0.604115 -1.516205 -4.235719
C -0.738825 -1.439538 -3.513639
C -0.559796 -2.260711 -2.247242
H 2.613250 -1.769853 -3.359577
H 1.877142 -0.180927 -3.047847
H 0.739177 -2.513924 -4.658564
H 0.666525 -0.795658 -5.050913
H -1.555915 -1.819840 -4.126633
H -0.967861 -0.409055 -3.244005
H -0.483493 -3.331489 -2.450660
H -1.306103 -2.091461 -1.472078

Forces on atoms 1 to 2 (eV/Å):
Pt -0.607 -0.510 0.495
O -0.285 0.134 -0.065

Mulliken population analysis, charges in e, atoms 1 to 2:
1 Pt 1.24
2 O -0.47

No. 6
ORCA calculation (ωB97M-V/def2-TZVPD) on a 2-piece molecular cluster, C7H6IN3S overall in a non-equilibrium geometry.

Properties
Total energy in Eh: -1130.31276
Total charge: 0
Kohn-Sham gap (alpha / beta) in eV: 7.29 / 8.31

CARTESIAN COORDINATES (ANGSTROEM)
C -1.323563 0.588708 -2.647902
C -1.044261 1.929544 -2.292367
C -0.752983 -0.424349 -1.884768
C -0.266071 2.291262 -1.147434
C -0.039975 -0.142130 -0.696793
C 0.156895 1.202708 -0.368208
C 1.268859 -0.525590 1.008865
N 0.586092 -1.084689 0.118231
N 0.452204 -2.493888 3.150988
N 1.659524 -2.034917 2.867708
S 1.149609 1.294177 1.079102
I 2.713941 -0.606376 3.915504
H -2.093522 0.290185 -3.493415
H -1.412860 2.735416 -2.932609
H -1.031090 -1.495970 -1.999776
H 0.209963 3.261473 -0.975439
H -0.090571 -2.076232 3.966060
H -0.142191 -2.709334 2.332254

Forces on atoms 1 to 2 (eV/Å):
C -1.029 -0.368 -0.434
C 0.486 0.850 0.430

Mulliken population analysis, charges in e, atoms 1 to 2:
1 C -0.49
2 C -0.25